# 1
105
Properties=species:S:1:pos:R:3:mulliken_charge:R:1 method="wB97M-V/def2-TZVPD" homo_lumo_gap_ev="5.714 / 5.807" e_homo_ev="-7.0 / -7.0" de_lowest_kj_mol=37.0 spin_multiplicity=2 total_charge=0 mol_weight_g_mol=816.34
Br -1.3873 -8.3192 0.2101 -0.141
Cu 0.4717 -1.4150 0.4120 0.615
O -0.8728 -1.4257 -1.3018 0.299
O -1.9027 -2.3898 3.5323 -0.739
O 1.7534 -0.3496 1.7086 -1.192
O 2.0241 -0.8771 -1.0599 -0.341
O -0.8709 -1.5677 1.7455 -0.159
N 1.3235 -2.2119 -2.7808 -0.362
N 1.5283 -3.2277 0.5224 -0.176
N 2.0144 -5.5356 1.2595 0.016
N -0.0448 0.6825 0.0666 0.250
N 3.1598 -0.8083 -3.0004 -0.481
C 4.2702 -0.3322 2.8280 -2.003
C -4.5323 3.5305 -0.0858 -1.657
C -5.0318 3.3396 -2.5125 -2.277
C 1.8352 0.8637 1.4606 1.432
C -3.0239 4.5998 -1.7794 -1.467
C -2.6999 -0.2238 -2.2694 -0.378
C -3.9031 3.3775 -1.4800 2.228
C -1.3122 -4.1870 0.4682 0.441
C 1.7667 -4.3087 0.8524 0.455
C -1.9548 2.0113 -0.6928 -0.729
C 3.1327 5.6292 0.1977 -1.716
C 1.7212 5.8648 2.2623 -1.759
C 5.3935 1.7591 2.1496 -1.726
C 2.7797 3.0518 1.7989 0.215
C -4.3528 -1.0432 -4.0140 -2.411
C 1.7551 3.7057 1.0197 -1.297
C -3.3581 0.9806 -2.3109 -0.109
C -3.0427 2.1085 -1.5016 -1.614
C 0.8083 2.9404 0.4386 -0.280
C -1.6211 -5.0036 2.6952 -0.689
C -1.4432 -3.9312 1.8268 0.208
C 3.9965 1.6933 4.2369 -1.666
C -3.1431 -1.4028 -3.1464 2.674
C 4.1122 1.1956 2.7866 1.995
C 2.1505 -1.2876 -2.2156 0.526
C -3.5554 -2.5976 -2.2721 -1.689
C 1.7580 -6.6570 0.3516 -0.804
C 2.1392 -5.8076 2.6906 -0.834
C -1.9863 -1.8177 -4.0890 -1.411
C 0.7921 1.5171 0.6267 -0.501
C -1.6068 -6.3123 2.2304 -0.362
C 0.6548 5.7514 0.0205 -2.097
C -1.4186 -2.5281 2.4198 -0.344
C -1.5578 -0.3499 -1.3959 0.171
C 1.8121 5.2212 0.8676 1.946
C 2.8968 1.7146 1.9940 -0.141
C -1.1596 0.8382 -0.6566 -0.424
C -1.3183 -5.4869 -0.0214 -0.277
C -1.4448 -6.5353 0.8728 -0.397
H 0.3985 -2.2025 -2.3639 -0.278
H 3.2180 5.1705 -0.7909 0.368
H -3.8475 -3.4409 -2.9061 0.436
H 0.0804 3.3704 -0.2307 1.218
H -1.2345 -5.6817 -1.0830 0.551
H 2.7886 -6.6712 2.8216 0.312
H 6.2691 1.3768 2.6804 0.470
H -0.3110 5.5089 0.4729 0.334
H 5.2238 -0.5595 3.3125 0.520
H -5.1459 2.6586 0.1521 0.362
H -1.7594 -4.7922 3.7481 0.488
H -5.1644 4.4231 -0.0435 0.459
H 1.3308 -2.2794 -3.7836 0.312
H 4.8451 1.3359 4.8278 0.454
H -4.1176 -0.2618 -4.7427 0.456
H -2.2527 4.7375 -1.0171 0.171
H -4.1992 1.0701 -2.9817 0.628
H -2.5291 4.4882 -2.7473 0.328
H -1.2254 -3.3588 -0.2219 0.119
H -1.7284 -7.1436 2.9121 0.460
H -2.3804 -2.2749 -5.0008 0.425
H -5.6015 4.2694 -2.4571 0.444
H 4.2747 -0.7691 1.8282 0.363
H -3.6345 5.5071 -1.8072 0.509
H 4.0008 5.3254 0.7875 0.335
H 0.8091 -7.1458 0.5832 0.144
H 5.4343 2.8498 2.1849 0.346
H 1.7222 -6.2902 -0.6708 0.319
H 3.4715 -0.8071 3.3942 0.320
H -4.4094 -2.3348 -1.6408 0.381
H 3.5438 3.6884 2.2305 0.346
H 0.8042 5.5497 2.7664 0.365
H -5.2025 -0.7195 -3.4082 0.464
H -5.7238 2.5149 -2.3258 0.438
H 3.9784 2.7846 4.2912 0.285
H -4.6408 3.2463 -3.5294 0.401
H 3.8582 -0.2545 -2.5377 0.243
H 0.6782 5.3450 -0.9941 0.388
H 3.4268 -1.2785 -3.8456 0.182
H 1.7110 6.9542 2.1744 0.481
H -1.7113 2.8149 -0.0105 1.533
H 3.0788 1.3138 4.6918 0.362
H -2.7419 -2.9101 -1.6248 0.082
H 0.7279 6.8384 -0.0530 0.534
H 5.4649 1.4498 1.1038 0.352
H -1.3840 -0.9518 -4.3752 0.278
H 2.5866 -4.9511 3.1875 0.330
H 2.5679 -7.3806 0.4426 0.388
H -3.7650 3.6186 0.6865 0.300
H -1.3322 -2.5394 -3.5991 0.158
H 2.5659 5.5854 2.8959 0.337
H 3.1727 6.7150 0.0765 0.441
H -4.6629 -1.9318 -4.5684 0.485
H 1.1682 -6.0162 3.1423 0.253

---

# 2
112
Properties=species:S:1:pos:R:3:mulliken_charge:R:1 method="wB97M-V/def2-TZVPD" homo_lumo_gap_ev="8.111 / 8.570" e_homo_ev="-7.9 / -8.4" de_lowest_kj_mol=59.2 spin_multiplicity=6 total_charge=0 mol_weight_g_mol=844.82
Mn -0.6913 0.6340 -0.2059 0.534
S 6.0674 0.6494 -1.3447 -0.279
Si -0.5692 -2.7457 -0.9990 -2.576
O -0.9594 -1.2267 -1.0455 0.523
O -0.3883 3.6553 -1.1219 -0.514
O 0.6097 -3.1596 -2.1187 0.957
O 0.0777 -3.2441 0.4357 0.897
O -1.8732 -3.7961 -1.2577 -0.590
O -1.7420 3.5811 0.7047 -0.647
N -5.2794 -1.4650 3.7802 -0.638
N 1.6737 0.5932 -0.4141 0.716
N -0.2154 0.2916 1.8674 1.464
N 7.3696 -2.7775 -3.9975 -0.582
N -7.0146 -0.7860 2.3984 -0.450
N -0.4796 1.2253 2.8322 -0.241
N -3.4349 -0.5564 1.9180 0.042
C -3.9109 -1.5570 3.9508 -0.531
C 2.4411 -3.8730 0.5097 -0.845
C -3.9441 -4.8672 -1.5390 -2.034
C -1.3003 8.4369 1.9260 1.826
C 0.7890 -2.9208 -3.5631 1.821
C -0.0287 7.2271 -0.1477 -0.075
C -0.8425 9.8212 1.3029 -1.698
C 3.7984 1.6397 -0.5664 -1.028
C 0.7092 -0.3995 3.8168 -0.859
C -4.7515 -0.4025 1.7191 -0.518
C 2.1721 -3.4221 -3.9095 -1.616
C 2.4540 1.6397 -0.2337 -0.803
C -0.9370 7.2115 0.9478 0.218
C 0.2517 6.0637 -0.8990 -1.346
C 0.7098 -5.5938 -0.0115 -1.480
C -3.0050 -1.1244 3.0066 0.037
C -0.4274 4.9188 -0.5239 0.865
C 4.4125 0.4622 -0.9455 0.235
C 6.5000 -1.8899 -4.4413 -0.461
C -1.2616 4.8382 0.5393 0.485
C -3.1956 -3.7735 -0.7891 1.738
C -3.0957 -4.1198 0.7209 -1.015
C 7.5808 -2.8235 -2.7067 -0.307
C -1.5981 5.9865 1.2581 -1.153
C -2.8023 8.4438 2.3695 -1.640
C -5.7017 -0.8381 2.6271 0.677
C 0.9934 -4.3444 0.6982 1.837
C 0.4965 -0.6567 2.4513 -0.458
C -3.7769 -2.4147 -0.9804 -1.251
C 0.7496 -4.5833 2.1566 -1.595
C 5.9937 -0.8795 -3.6347 0.027
C 2.2539 -0.5539 -0.7245 0.153
C 7.0996 -1.8815 -1.7748 -0.308
C 6.4109 -0.8311 -2.3352 0.231
C -0.3149 -3.6801 -4.2825 -1.752
C 0.7543 -1.4267 -3.8455 -1.248
C -0.4306 8.3637 3.2177 -1.615
C 0.0166 0.7856 4.0310 -0.471
C 3.6169 -0.6827 -0.8876 -0.614
B -1.1716 2.7832 -0.3410 0.244
H 1.3647 -6.3129 0.4384 0.696
H 1.0982 -3.7331 2.7487 0.285
H 1.5889 -1.4069 -0.8047 -0.051
H -3.2231 -1.7484 -0.2861 -0.207
H -3.0420 7.5256 2.8753 0.339
H 2.9436 -2.8068 -3.3974 0.159
H 0.9006 -1.4744 1.8298 -0.005
H -2.5579 -3.2288 1.1745 -0.192
H -1.2470 -3.2626 -4.1155 0.311
H -3.6890 -1.9813 -1.9398 0.307
H -5.0642 0.0648 0.8057 0.273
H 1.0602 -5.5738 -1.0882 0.036
H -1.1928 10.0392 0.2462 0.342
H -0.2089 -4.7041 -3.9176 0.252
H 7.4969 -1.9135 -0.7868 0.452
H -4.8201 -2.4758 -0.7138 0.593
H -4.0649 -4.2385 1.1603 0.586
H -3.0008 9.3465 2.9130 0.454
H 1.4208 -0.8642 -3.1684 0.115
H -7.4481 -0.1545 1.7389 0.242
H -0.0433 -3.5547 -5.3707 0.487
H 2.5517 -3.7337 -0.5573 -0.134
H 0.6318 8.1717 3.0430 0.356
H -2.3176 5.8572 2.0786 0.207
H 0.8468 6.0850 -1.7716 0.539
H 8.3154 -3.5201 -2.3118 0.340
H 0.2501 10.0051 1.3942 0.373
H 2.3473 -4.4460 -3.5982 0.301
H -0.8310 7.5550 3.8278 0.386
H 1.3145 -5.4336 2.5653 0.403
H 2.0461 2.5956 0.0195 0.250
H -0.3313 -4.7833 2.3062 0.295
H -7.4364 -0.9587 3.3107 0.286
H -0.2539 -0.9236 -3.7201 0.172
H 3.1653 -4.6047 0.8880 0.624
H -0.3315 -6.0261 0.0776 0.094
H 1.2746 -0.9846 4.5228 0.480
H -0.1739 1.3842 4.9178 0.469
H 4.0865 -1.6512 -1.0132 0.584
H 6.1875 -1.8789 -5.4480 0.425
H 0.3956 8.1906 -0.4984 0.326
H 0.9433 -1.2577 -4.9378 0.508
H 5.4043 -0.1062 -4.0680 0.475
H 2.6690 -2.8342 1.0216 0.036
H -4.9810 -4.7629 -1.5310 0.439
H -2.0021 -1.3996 3.2921 0.259
H -0.5977 9.2581 3.7546 0.473
H -1.1872 10.5743 2.0298 0.445
H 4.3684 2.5452 -0.5031 0.500
H 2.3275 -3.4072 -4.9485 0.582
H -3.7617 -4.7483 -2.5813 0.422
H -3.5925 -2.1409 4.8490 0.349
H -2.4868 -4.9530 0.8267 0.252
H -0.9025 2.1167 2.4882 -0.032
H -3.4482 8.5454 1.4920 0.379
H -3.6207 -5.8262 -1.1577 0.379

---

# 3
172
Properties=species:S:1:pos:R:3:mulliken_charge:R:1 method="wB97M-V/def2-TZVPD" homo_lumo_gap_ev=5.393 e_homo_ev=-4.6 total_charge=-1 mol_weight_g_mol=6190.22
Br -5.0298 -3.8162 -4.9830 0.062
Br -6.5338 -2.6205 2.0261 0.056
Br 4.2640 1.0077 -8.9800 -0.015
Br 10.0505 4.2579 3.6421 0.043
Br 2.0997 3.6010 7.6507 0.027
Br 5.7019 -7.8591 -9.0985 -0.001
Br -5.0397 -4.7132 -13.1319 -0.018
Br -6.1958 -4.8805 4.2434 -0.055
Br 3.7904 1.0900 -12.1299 -0.065
Br 10.4342 0.0204 2.2833 -0.022
Br -3.0864 -1.1198 -8.3035 -0.109
Br 1.8419 0.4696 7.1375 0.035
Br 2.4030 4.9347 13.6377 -0.032
Br 5.8799 2.4281 2.7233 0.003
Br 12.4987 -1.2934 9.6947 -0.013
Br -15.9328 -5.2612 4.4991 0.002
Br 9.2232 -7.0525 -1.5034 -0.027
Br 8.4262 5.8485 1.4092 0.002
Br 5.5828 -3.0070 1.6799 0.046
Br -8.3607 2.5687 -4.6514 0.103
Br 12.9784 7.7782 4.3132 -0.018
Br -5.1230 -2.3498 -10.9998 0.041
Br 8.3792 -8.2185 -7.4117 -0.058
Br -5.7934 -4.0838 -8.0561 0.084
Br 5.5986 -3.8230 -1.4066 -0.029
Br -3.6992 6.5141 -3.0173 -0.026
Br -7.7434 -4.0690 -11.5752 -0.017
Br -1.3525 2.2709 6.5124 -0.017
Br -13.5898 -1.6511 3.4330 0.054
Br -7.9400 -2.9770 -5.9887 -0.021
Br -9.3239 0.5762 -6.9453 -0.045
Br 8.7349 -2.4495 3.3462 0.134
Br 7.6307 0.9767 4.9527 0.164
Br 2.2537 1.5762 10.0962 -0.054
Br -5.0654 -2.6212 4.0974 0.157
Br 6.2318 -8.1426 -1.3614 -0.002
Br 11.3557 9.3694 2.0812 -0.011
Br 7.2597 -7.6156 7.9053 -0.049
Br 10.9630 10.0952 5.1568 -0.015
Br 1.3169 6.6234 11.1619 -0.005
Br -11.6777 0.8878 3.2048 -0.004
Br 1.3087 0.8423 -10.1471 0.002
Br -12.1319 -0.5156 6.0288 -0.009
Br 5.5786 3.2460 5.7816 -0.001
Br -4.2217 4.0204 -4.9308 0.025
Br -11.4081 1.6337 -4.7770 -0.057
Br 5.7143 -0.7479 -0.5460 -0.002
Br 4.0836 -3.3182 5.1763 0.033
Br -5.4773 -0.1740 -6.4261 0.111
Br 2.9267 -0.6387 3.8433 0.158
Br -8.8140 -3.0670 4.2081 -0.059
Br -1.6300 3.1379 3.4218 0.230
Br -14.9427 -5.1811 1.4764 -0.001
Br -6.4971 4.9917 -2.9481 -0.103
Br 4.3942 -6.2845 7.5756 -0.016
Br 12.7498 1.1480 7.6678 -0.014
Br -2.6890 1.3839 -6.3759 0.021
Br 10.9796 -1.1579 5.1869 -0.004
Br 5.8662 -10.0859 -6.8274 -0.011
Br 9.9060 0.3458 8.8348 0.022
Br 8.0362 6.5795 4.4874 -0.046
Br -4.0984 3.4323 5.4083 -0.080
Br 6.9104 -5.1261 5.9590 -0.014
Br -17.4501 -3.4421 2.3726 -0.010
Br 1.1373 -3.2704 4.0094 0.047
Br 4.1352 5.1572 10.9746 0.006
Br -2.4534 -3.1838 5.8306 -0.113
Br -2.1889 -2.0535 2.8581 -0.070
Br 7.6090 -7.6409 -4.1926 0.099
P -0.7495 2.8515 -0.3354 1.711
F 0.6488 5.3151 -7.0903 -0.277
F -0.6234 3.5522 -7.2041 -0.234
F 1.5331 3.3494 -7.4418 -0.250
O 1.3493 4.8147 -4.6140 -0.391
O -1.2475 4.3757 -1.0360 -0.535
O -0.3088 -3.2127 0.3435 -0.444
O 0.9167 3.4082 -0.4296 -0.535
C -6.9232 -3.1470 3.8319 0.036
C -12.0233 -0.7677 4.1209 0.241
C -3.9384 0.3801 -7.4383 -0.440
C -16.4577 -5.0681 2.6568 -0.339
C -6.4400 -4.1632 -6.2451 -0.479
C 11.3425 8.6990 3.8849 0.405
C -2.1743 3.4743 5.2382 -0.415
C 0.6729 3.7688 -5.2454 -0.393
C 2.3630 5.1071 11.7193 -0.042
C 5.9491 1.8149 4.5457 0.027
C 3.0791 1.5481 -10.3974 -0.268
C -2.5335 2.2218 -0.0293 0.058
C 1.1502 4.3478 -1.4390 0.322
C 6.2012 -2.5530 -0.0852 -0.340
C -5.0019 5.5387 -4.0384 -0.422
C 11.7990 0.4248 9.1768 -0.375
C -3.2462 -2.0859 4.4593 -0.642
C -3.1716 -1.1843 -2.0915 -0.634
C 6.2925 -5.9815 7.5750 -0.358
C 1.9305 3.5790 -2.5245 -0.437
C 7.4943 -7.0795 -2.3529 0.063
C -0.2500 4.8985 -1.8668 -0.526
C -0.1952 -2.1791 -0.6200 -0.453
C -2.6550 -3.7725 0.6965 -0.251
C -6.1196 -3.3439 -12.3133 -0.366
C 2.6332 1.8464 8.2252 -0.247
C 10.4417 -1.5617 3.3818 -0.535
C -9.5737 1.1528 -5.1225 -0.339
C -1.3138 -4.1689 0.0949 -0.723
C -3.4103 -2.5573 -1.4477 -0.586
C 6.8382 -9.0997 -8.1641 -0.311
C 8.4173 5.1835 3.2135 0.485
C -3.2721 -2.5151 0.0793 0.693
C -3.6780 1.2682 -2.1509 -0.338
C 2.3832 4.3770 -3.7458 -0.646
C 2.5165 -2.2326 4.8540 -0.181
C -3.5934 2.4016 -1.1262 -0.731
C 0.5719 4.0162 -6.7526 0.731
C -4.0443 -0.0826 -1.5067 -0.560
H -2.6720 -1.6566 0.3947 -0.357
H -0.2242 5.9772 -1.6514 0.162
H 2.1591 -1.9188 5.8222 0.002
H 3.1081 3.7665 -4.3027 0.397
H -4.5754 2.4183 -0.6312 0.366
H 1.8803 4.2228 11.3269 0.046
H -0.6474 2.2143 -1.6358 -0.608
H 1.1712 2.8055 -5.1142 0.358
H -3.3543 -4.6143 0.6964 0.353
H -1.3967 -4.4164 -0.9694 0.393
H -0.7856 -1.3103 -0.3121 -0.016
H 7.2807 -2.5994 -0.0727 0.323
H -3.2828 -1.0769 4.8428 0.468
H -9.3431 0.3088 -4.4882 0.323
H 2.9251 5.2576 -3.3974 0.367
H -0.2282 1.6813 0.3541 -0.322
H -3.9583 -0.0087 -0.4219 0.376
H -17.1142 -5.8924 2.4206 0.335
H -2.8931 2.6264 0.9157 0.372
H -3.4430 -1.2767 -3.1488 0.263
H -4.2510 -2.3345 0.5238 -0.210
H -6.7941 -5.1662 -6.0588 0.369
H 3.0029 2.6249 -10.3572 0.304
H 2.8387 3.2207 -2.0286 0.331
H 1.7619 5.2026 -1.1228 0.341
H -0.4474 4.8370 -2.9419 0.020
H 11.1716 -2.2393 2.9638 0.414
H -2.4115 1.1412 0.1167 -0.382
H -2.1098 -0.9407 -2.0322 0.209
H -4.4142 -2.8978 -1.7213 0.505
H 7.6188 4.4600 3.2823 -0.501
H -2.7608 1.1758 -2.7355 0.106
H -5.3836 6.1987 -4.8032 0.435
H 1.3572 2.6862 -2.7815 0.099
H -0.9907 -5.0942 0.5834 0.448
H 3.7055 1.7785 8.1039 0.263
H -4.4932 1.5258 -2.8341 0.400
H -5.0875 -0.3398 -1.7199 0.314
H -2.4665 -3.5541 1.7541 0.062
H -1.8498 4.4689 5.5075 0.363
H -11.1821 -1.4181 3.9310 -0.292
H 7.2010 -9.8133 -8.8888 0.337
H -2.6983 -3.2520 -1.8961 0.155
H 5.1739 1.0695 4.6614 -0.112
H -0.5504 -2.4966 -1.6032 0.340
H 0.8383 -1.8533 -0.6819 0.407
H -6.4041 -2.6524 -13.0926 0.339
H 11.9506 1.0980 10.0075 0.357
H -0.3460 3.6880 -4.8528 0.231
H 10.5401 7.9767 3.9531 -0.371
H -3.5030 3.3552 -1.6521 0.005
H -4.2929 1.0377 -8.2187 0.413
H 6.5131 -5.3111 8.3925 0.381
H -6.4378 -2.4333 4.4840 0.111
H -0.8545 3.5468 0.9627 -0.850
H 7.1250 -6.0636 -2.3494 -0.103